Molecular formula: C33H48B2CaF8O27
Method: DFT, ωB97M-V with the def2-TZVPD basis set

## Properties
Orbital gap   10.275 eV
E   -131829.5505 eV
Charge   0
LUMO level   -0.16 eV

Each line ends with the Löwdin charge.
CARTESIAN COORDINATES (ANGSTROEM)
Ca1 1.0756 -0.2055 0.3244  1.608
B1 3.6363 -0.0349 0.4459  -1.349
F1 3.3227 -1.3559 0.6263  0.128
F2 2.9759 0.5062 1.5328  0.095
F3 5.0161 0.1095 0.5595  0.154
F4 3.0300 0.4446 -0.7560  0.054
B2 -0.1115 1.8906 1.8239  -1.497
F5 -1.3121 2.2970 1.2201  0.141
F6 0.9357 2.1329 1.0881  0.197
F7 0.0674 2.5031 3.0645  0.139
F8 -0.1046 0.5680 2.0605  0.104
C1 -4.2232 -1.9513 0.2444  -0.106
C2 -3.7243 -1.5046 1.6067  -0.077
O1 -2.3167 -1.3915 1.3575  0.069
C3 -2.1137 -1.2405 0.0251  -0.495
O2 -1.0115 -1.1001 -0.4770  0.031
O3 -3.2679 -1.4665 -0.6463  0.054
H1 -5.1564 -1.4503 -0.0132  0.134
H2 -4.2903 -2.9634 -0.1546  0.141
H3 -3.8726 -2.1991 2.4336  0.143
H4 -4.2031 -0.5992 1.9799  0.099
C4 -2.7637 1.1132 4.2659  -0.114
C5 -1.8275 0.6610 5.4288  -0.051
O4 -2.7949 -0.1193 6.1649  0.086
C6 -3.8089 -0.4774 5.4170  -0.604
O5 -4.7403 -1.1991 5.7114  0.135
O6 -3.7349 0.1402 4.2557  0.039
H5 -2.2542 1.0204 3.3068  0.111
H6 -3.2615 2.0636 4.4586  0.145
H7 -1.5270 1.5302 6.0138  0.130
H8 -0.8962 0.1970 5.1039  0.129
C7 4.4781 -2.9271 3.5557  -0.047
C8 3.4671 -3.1801 4.7015  -0.099
O7 3.1967 -4.5749 4.6545  0.066
C9 3.7643 -5.1416 3.6073  -0.606
O8 3.6122 -6.3176 3.3068  0.108
O9 4.4421 -4.2427 2.9138  0.079
H9 5.4610 -2.6337 3.9244  0.128
H10 4.1380 -2.0972 2.9363  0.116
H11 2.5450 -2.6154 4.5637  0.126
H12 3.8790 -2.9189 5.6763  0.127
C10 -0.8504 1.5057 -6.2913  0.007
C11 -1.0801 0.2953 -5.3801  -0.288
C12 -1.8198 0.3520 -4.0109  -0.062
O10 -2.8337 -0.6466 -4.0301  0.112
C13 -2.9091 -1.1543 -5.2171  -0.578
O11 -3.7001 -2.0041 -5.5701  0.140
O12 -1.9869 -0.5672 -6.0309  0.061
H13 -0.2787 2.3306 -5.8662  0.060
H14 -1.7260 1.9553 -6.7596  0.095
H15 -0.1871 1.1961 -7.0989  0.085
H16 -0.1863 -0.2675 -5.1110  0.123
H17 -2.1575 1.3808 -3.8852  0.131
H18 -1.0858 0.1067 -3.2434  0.116
C14 -4.0697 1.7942 -1.0174  -0.025
C15 -4.4472 2.3848 0.2980  -0.289
C16 -5.8150 3.0498 0.2532  -0.086
O13 -6.5525 2.6726 1.4197  0.119
C17 -6.0183 1.5679 1.8231  -0.533
O14 -6.5815 0.8503 2.6267  0.148
O15 -4.8767 1.2234 1.0565  0.016
H19 -4.8313 1.3140 -1.6318  0.103
H20 -3.2968 1.0924 -0.7038  0.077
H21 -3.5538 2.4731 -1.6965  0.090
H22 -3.5910 2.9471 0.6705  0.148
H23 -6.3764 2.8928 -0.6678  0.137
H24 -5.6357 4.1249 0.2476  0.134
C18 -0.0175 -6.3056 3.1587  -0.011
C19 0.2840 -5.6812 1.7829  -0.285
C20 -0.9094 -5.1371 0.9871  -0.080
O16 -0.4986 -3.8388 0.7206  0.120
C21 0.3561 -3.4525 1.5986  -0.566
O17 0.7067 -2.3210 1.7694  0.112
O18 0.9605 -4.5050 2.1716  0.100
H25 -0.6127 -5.6874 3.8309  0.093
H26 0.9181 -6.5718 3.6506  0.081
H27 -0.6533 -7.1732 2.9824  0.084
H28 0.8739 -6.4025 1.2173  0.159
H29 -1.8233 -5.3382 1.5460  0.141
H30 -0.9665 -5.7400 0.0808  0.139
C22 3.5588 4.0604 -3.3331  0.015
C23 2.1097 4.1656 -2.7069  -0.316
C24 0.9983 3.9581 -3.7585  -0.091
O19 0.1923 2.9545 -3.1736  0.068
C25 0.8837 2.3729 -2.1502  -0.428
O20 0.4481 1.4384 -1.4487  0.042
O21 1.9638 3.0977 -1.8676  0.086
H31 3.5293 4.5518 -4.3056  0.081
H32 3.7079 2.9918 -3.4884  0.090
H33 4.3798 4.3176 -2.6638  0.083
H34 1.9682 5.0897 -2.1464  0.151
H35 1.5056 3.5790 -4.6456  0.119
H36 0.4908 4.8806 -4.0407  0.143
C26 3.0960 -2.8639 -5.5732  0.001
C27 1.6897 -2.4066 -5.0982  -0.304
C28 0.8301 -3.4496 -4.3938  -0.041
O22 0.6433 -2.9085 -3.0803  0.136
C29 1.2897 -1.8446 -2.8663  -0.524
O23 1.2918 -1.1639 -1.8383  0.018
O24 1.9708 -1.5094 -4.0094  0.065
H37 3.4804 -3.4405 -4.7319  0.095
H38 3.7366 -1.9997 -5.7491  0.088
H39 2.9387 -3.3686 -6.5264  0.089
H40 1.0861 -1.9309 -5.8712  0.138
H41 1.3094 -4.4284 -4.4056  0.144
H42 -0.0929 -3.3857 -4.9702  0.139
C30 3.5568 4.3526 0.7304  -0.001
C31 3.1154 4.9518 2.0476  -0.324
C32 2.6636 4.1207 3.2149  -0.142
O25 3.0973 4.8107 4.3159  0.073
C33 4.1002 5.6733 3.9405  -0.455
O26 4.6716 6.4116 4.7381  0.120
O27 4.1814 5.7133 2.5574  0.078
H43 3.4134 5.0515 -0.0937  0.072
H44 2.9143 3.5444 0.3809  0.061
H45 4.5052 3.8199 0.6609  0.102
H46 2.2835 5.6357 1.8792  0.156
H47 3.0197 3.0914 3.2588  0.146
H48 1.5744 4.0797 3.2192  0.124